Entry from the OMol25 dataset: a 13-piece molecular cluster, C28H73N2O16 overall (wB97M-V/def2-TZVPD).

```
! wB97M-V def2-TZVPD RIJCOSX def2/J DEFGRID3
* xyz -1 1
C -3.15318 -3.40742 -1.77552
C -4.11451 -2.32383 -2.27018
O -4.87367 -1.85476 -1.17258
C -5.74707 -0.81103 -1.54545
C -5.03992 0.51023 -1.92371
C -3.66452 0.70624 -1.28700
N -3.76370 1.57422 -0.11002
C -2.52438 1.67040 0.62389
C -2.10089 0.42335 1.45089
C -0.63413 0.06326 1.27402
N -0.34401 -0.25519 -0.12946
C 1.09112 -0.17339 -0.46439
C 1.57528 -1.45409 -1.10591
C 2.41731 -2.30784 -0.39793
C 2.86982 -3.49030 -0.95733
C 2.48653 -3.84556 -2.23507
C 1.65500 -3.00906 -2.95862
C 1.20480 -1.81732 -2.40369
O 0.36237 -1.07702 -3.17463
C -2.73140 1.33659 -2.37919
O -2.79024 2.57177 -2.55854
O -2.03443 0.50464 -3.00690
H -2.18813 -2.97280 -1.51170
H -3.02679 -4.16134 -2.54241
H -3.55792 -3.89402 -0.88454
H -4.76577 -2.77071 -3.03416
H -3.51402 -1.51622 -2.70358
H -6.31221 -1.13844 -2.43473
H -6.49215 -0.66331 -0.76175
H -4.93854 0.58843 -3.00582
H -5.66790 1.34649 -1.60672
H -3.18166 -0.23983 -1.02820
H -4.47820 1.21891 0.51874
H -1.70557 1.96409 -0.03355
H -2.64472 2.48680 1.34761
H -2.74646 -0.43252 1.23547
H -2.23004 0.65808 2.51383
H -0.41475 -0.81921 1.90100
H 0.00240 0.88225 1.61566
H -0.61789 -1.22397 -0.24837
H 1.22476 0.66747 -1.15243
H 1.71117 0.00651 0.41884
H 2.69905 -2.02169 0.60730
H 3.51401 -4.13210 -0.36683
H 2.81765 -4.77114 -2.69102
H 1.32231 -3.26349 -3.95683
H 0.38928 -0.14235 -2.93645
C 4.11669 2.68526 -1.10663
O 3.61522 1.63580 -1.93515
H 4.14490 2.31357 -0.08427
H 5.11948 2.98035 -1.40856
H 3.45412 3.55372 -1.14997
H 3.58351 1.96741 -2.83625
C 5.56203 -0.91290 -1.88889
O 5.92376 -2.28375 -2.06734
H 5.02569 -0.82044 -0.94927
H 6.46175 -0.28885 -1.85210
H 4.91275 -0.57101 -2.69448
H 6.38987 -2.35247 -2.90388
C 7.18573 5.23195 0.55060
O 6.82580 4.14153 -0.29868
H 6.84761 6.14720 0.06951
H 6.70765 5.14402 1.52083
H 8.27215 5.27836 0.68027
H 7.11781 3.33078 0.12669
C -0.04732 4.29877 -2.19759
O 1.07374 4.70555 -1.39227
H -0.60821 3.53639 -1.66717
H -0.70715 5.14943 -2.38446
H 0.29967 3.88214 -3.14634
H 1.55194 5.38144 -1.88217
C -3.30817 -2.29699 4.16169
O -3.87780 -0.99543 4.26436
H -2.34991 -2.19912 3.65918
H -3.14925 -2.72837 5.15568
H -3.94880 -2.95674 3.57324
H -4.72805 -1.06700 4.70517
C -3.20657 -5.76088 4.23534
O -2.77321 -5.37052 2.94062
H -3.86493 -4.98296 4.60949
H -3.75975 -6.70413 4.19542
H -2.35454 -5.86325 4.91519
H -2.19079 -6.05601 2.60382
C -5.73510 2.94752 2.91442
O -6.19818 1.96713 1.99770
H -5.89913 3.92111 2.45953
H -6.28540 2.89827 3.86034
H -4.66686 2.82597 3.11304
H -6.04713 1.10296 2.39242
C 3.70563 -3.92863 2.82079
O 2.96440 -2.72042 2.83945
H 4.62823 -3.75091 2.27190
H 3.94769 -4.24442 3.84029
H 3.14165 -4.72086 2.31936
H 2.14985 -2.89241 3.32459
C 1.73727 -4.36108 6.55086
O 1.33440 -4.56738 5.20167
H 1.80485 -3.28807 6.70978
H 1.00532 -4.77659 7.24868
H 2.71555 -4.80968 6.74416
H 1.27365 -5.51440 5.05190
C 0.98266 6.89956 -4.80699
O 2.08286 7.27299 -3.97620
H 0.41845 6.13661 -4.27864
H 0.33024 7.75564 -4.99624
H 1.33532 6.48713 -5.75548
H 2.58698 7.94756 -4.43720
C -3.99339 -4.57014 -5.70071
O -3.02828 -4.06492 -4.79158
H -4.45908 -5.43665 -5.23545
H -4.76611 -3.82475 -5.91084
H -3.53086 -4.88148 -6.64278
H -2.61861 -3.29160 -5.19313
C 4.75912 6.74773 3.69532
O 6.06845 6.61395 3.14610
H 4.45603 5.76862 4.05618
H 4.75234 7.45133 4.53190
H 4.04633 7.07983 2.93728
H 6.33932 7.47783 2.82391
*
```

Calculated values
HOMO level (eV): -4.004
Gap between HOMO and LUMO (eV): 5.83